1.
{"formula": "C38H33IrN5PS5Sb", "method": "ωB97M-V/def2-TZVPD", "lumo_energy_ev": -4.112, "relative_energy_kj_mol": 45.0, "total_charge": 1, "homo_energy_ev": -9.38, "orbital_gap_ev": 5.26, "symbols": ["Ir", "C", "C", "C", "C", "C", "C", "N", "Sb", "C", "C", "C", "C", "C", "C", "N", "C", "C", "C", "C", "C", "C", "N", "H", "H", "H", "H", "H", "H", "H", "H", "H", "H", "H", "H", "H", "H", "H", "H", "H", "H", "S", "C", "S", "C", "N", "N", "C", "C", "C", "C", "C", "C", "S", "H", "H", "H", "H", "H", "S", "P", "S", "C", "C", "C", "C", "C", "C", "C", "C", "C", "C", "C", "C", "H", "H", "H", "H", "H", "H", "H", "H", "H", "H"], "positions_angstrom": [[0.87, -0.46, -0.22], [2.33, 2.68, 0.19], [2.16, 2.12, -1.19], [2.75, 2.75, -2.27], [2.39, 2.44, -3.57], [1.29, 1.61, -3.75], [0.74, 0.98, -2.66], [1.27, 1.12, -1.42], [-1.34, 0.43, -2.71], [-1.61, 1.14, -0.64], [-2.71, 1.95, -0.47], [-3.05, 2.41, 0.80], [-2.27, 2.03, 1.86], [-1.15, 1.21, 1.65], [-0.32, 0.81, 2.83], [-0.83, 0.79, 0.42], [-1.37, -1.61, -2.09], [-2.05, -2.61, -2.74], [-2.28, -3.80, -2.05], [-1.91, -3.89, -0.72], [-1.23, -2.83, -0.12], [-0.91, -2.82, 1.34], [-0.92, -1.74, -0.84], [3.07, 3.48, 0.16], [2.61, 1.94, 0.93], [1.37, 3.12, 0.49], [3.49, 3.51, -2.07], [2.89, 2.90, -4.41], [0.85, 1.47, -4.73], [-3.32, 2.22, -1.32], [-3.91, 3.05, 0.95], [-2.50, 2.35, 2.87], [0.05, 1.70, 3.35], [0.53, 0.20, 2.55], [-0.93, 0.26, 3.54], [-2.41, -2.47, -3.75], [-2.78, -4.63, -2.53], [-2.13, -4.77, -0.14], [-0.60, -3.81, 1.69], [-1.80, -2.53, 1.90], [-0.12, -2.11, 1.59], [2.10, -6.96, 0.49], [2.28, -5.62, -0.44], [1.75, -4.05, 0.13], [2.29, -3.32, -1.34], [2.83, -4.14, -2.17], [2.83, -5.42, -1.66], [3.51, -6.41, -2.46], [4.64, -6.01, -3.17], [5.30, -6.94, -3.95], [4.85, -8.25, -4.03], [3.72, -8.63, -3.32], [3.04, -7.71, -2.54], [2.16, -1.64, -1.77], [4.98, -4.99, -3.10], [6.19, -6.63, -4.50], [5.38, -8.97, -4.64], [3.35, -9.64, -3.38], [2.15, -8.01, -2.00], [5.01, -2.71, 0.20], [4.59, -0.91, 0.74], [2.57, -0.38, 1.27], [5.38, -0.44, 2.32], [6.50, -1.19, 2.69], [7.21, -0.86, 3.84], [6.80, 0.21, 4.63], [5.68, 0.94, 4.27], [4.98, 0.62, 3.12], [5.11, 0.35, -0.47], [5.33, -0.04, -1.79], [5.81, 0.88, -2.71], [6.10, 2.18, -2.32], [5.89, 2.57, -1.01], [5.38, 1.66, -0.09], [6.81, -2.03, 2.08], [8.07, -1.44, 4.12], [7.35, 0.46, 5.53], [5.35, 1.77, 4.89], [4.10, 1.20, 2.86], [5.13, -1.07, -2.07], [5.99, 0.56, -3.73], [6.51, 2.88, -3.04], [6.14, 3.57, -0.69], [5.25, 1.97, 0.94]]}


2.
{"formula": "C38H33N4", "method": "ωB97M-V/def2-TZVPD", "lumo_energy_ev": -4.790, "total_charge": 1, "homo_energy_ev": -10.25, "orbital_gap_ev": 5.46, "symbols": ["C", "C", "C", "C", "N", "C", "N", "C", "C", "C", "C", "C", "C", "C", "C", "C", "C", "C", "C", "C", "N", "C", "C", "H", "H", "H", "H", "H", "H", "H", "H", "H", "H", "H", "H", "H", "H", "H", "C", "C", "N", "C", "C", "C", "C", "C", "C", "C", "C", "C", "C", "C", "C", "C", "C", "C", "C", "H", "H", "H", "H", "H", "H", "H", "H", "H", "H", "H", "H", "H", "H", "H", "H", "H", "H"], "positions_angstrom": [[-2.80, 3.79, -0.26], [-2.54, 2.44, -0.57], [-1.24, 1.97, -0.47], [-0.30, 2.77, 0.17], [0.85, 2.16, 0.65], [1.18, 0.86, 0.61], [2.40, 0.85, 1.27], [3.25, -0.27, 1.33], [2.67, -1.53, 1.18], [3.48, -2.67, 1.33], [4.85, -2.52, 1.58], [5.44, -1.25, 1.60], [4.63, -0.12, 1.45], [2.66, 2.15, 1.78], [3.75, 2.65, 2.65], [4.16, 3.99, 2.46], [5.15, 4.56, 3.27], [5.69, 3.82, 4.33], [5.27, 2.50, 4.55], [4.30, 1.92, 3.72], [1.70, 2.95, 1.38], [-0.55, 4.07, 0.57], [-1.81, 4.62, 0.28], [-3.81, 4.17, -0.44], [-3.35, 1.78, -0.87], [-0.89, 0.98, -0.76], [1.60, -1.60, 0.97], [3.03, -3.66, 1.26], [5.47, -3.41, 1.74], [6.52, -1.12, 1.73], [5.07, 0.88, 1.43], [3.69, 4.57, 1.66], [5.50, 5.57, 3.08], [6.44, 4.26, 4.98], [5.70, 1.90, 5.36], [3.96, 0.90, 3.90], [0.21, 4.60, 1.13], [-2.01, 5.67, 0.49], [-1.02, -5.06, -2.36], [-1.55, -4.12, -1.36], [-2.21, -4.55, -0.26], [-2.46, -5.96, 0.04], [-2.67, -3.46, 0.50], [-2.35, -2.28, -0.22], [-2.77, -1.05, 0.25], [-3.44, -1.00, 1.48], [-3.70, -2.17, 2.22], [-3.34, -3.44, 1.72], [-1.60, -2.70, -1.40], [-1.01, -1.87, -2.36], [-1.67, -0.77, -2.98], [-3.07, -0.50, -2.87], [-3.62, 0.65, -3.42], [-2.84, 1.55, -4.16], [-3.45, 2.80, -4.73], [-1.48, 1.27, -4.33], [-0.91, 0.13, -3.78], [-0.71, -4.45, -3.21], [-0.13, -5.61, -2.00], [-1.75, -5.82, -2.69], [-2.97, -6.02, 1.00], [-3.09, -6.42, -0.75], [-1.52, -6.52, 0.10], [-2.56, -0.16, -0.33], [-3.76, -0.04, 1.87], [-4.21, -2.09, 3.18], [-3.54, -4.38, 2.23], [-0.05, -2.16, -2.78], [-3.72, -1.20, -2.34], [-4.67, 0.88, -3.26], [-2.76, 3.26, -5.44], [-4.38, 2.56, -5.26], [-3.70, 3.56, -3.97], [-0.86, 1.98, -4.89], [0.16, -0.08, -3.92]]}


3.
{"formula": "C38H34AuF15GeN6S2Si", "method": "ωB97M-V/def2-TZVPD", "lumo_energy_ev": -1.572, "relative_energy_kj_mol": 3.5, "homo_energy_ev": -8.73, "orbital_gap_ev": 7.16, "symbols": ["Au", "C", "Si", "C", "C", "N", "C", "C", "C", "C", "C", "C", "H", "H", "H", "H", "H", "H", "H", "H", "H", "H", "H", "H", "H", "H", "C", "C", "C", "C", "N", "C", "S", "N", "C", "C", "C", "C", "H", "H", "H", "H", "H", "H", "H", "H", "H", "H", "H", "H", "H", "H", "H", "H", "H", "H", "H", "H", "N", "C", "N", "C", "N", "F", "C", "C", "C", "F", "C", "F", "C", "F", "C", "F", "Ge", "S", "C", "C", "F", "C", "F", "C", "F", "C", "F", "C", "F", "C", "C", "F", "C", "F", "C", "F", "C", "F", "C", "F"], "positions_angstrom": [[0.54, 0.31, -0.04], [3.52, -1.38, 1.63], [3.86, -0.32, 0.13], [5.29, 0.82, 0.56], [4.50, -1.33, -1.32], [2.49, 0.74, -0.18], [2.77, 2.03, -0.69], [2.80, 2.26, -2.07], [3.09, 3.51, -2.58], [3.37, 4.57, -1.71], [3.36, 4.35, -0.34], [3.06, 3.10, 0.17], [4.39, -2.00, 1.88], [2.67, -2.05, 1.49], [3.31, -0.73, 2.49], [6.12, 0.20, 0.93], [5.04, 1.54, 1.34], [5.65, 1.37, -0.31], [5.45, -1.79, -1.02], [4.72, -0.67, -2.16], [3.83, -2.11, -1.66], [2.58, 1.43, -2.73], [3.11, 3.67, -3.65], [3.60, 5.55, -2.11], [3.58, 5.17, 0.34], [3.04, 2.92, 1.23], [-3.18, 5.34, 2.72], [-2.99, 4.35, 3.86], [-1.96, 3.25, 3.59], [-2.39, 2.15, 2.63], [-2.59, 2.59, 1.25], [-1.64, 2.70, 0.34], [0.05, 2.55, 0.77], [-1.99, 2.99, -0.91], [-1.08, 3.17, -2.05], [-0.46, 4.56, -2.11], [-1.48, 5.70, -2.13], [-2.44, 5.65, -3.31], [-3.81, 6.18, 3.04], [-3.67, 4.89, 1.85], [-2.23, 5.75, 2.39], [-3.95, 3.89, 4.13], [-2.66, 4.90, 4.74], [-1.71, 2.75, 4.54], [-1.02, 3.69, 3.23], [-3.35, 1.73, 2.95], [-1.66, 1.34, 2.62], [-3.55, 2.64, 0.93], [-2.98, 3.00, -1.12], [-1.67, 2.95, -2.94], [-0.30, 2.41, -1.99], [0.15, 4.60, -3.02], [0.22, 4.67, -1.27], [-0.93, 6.64, -2.14], [-2.04, 5.69, -1.19], [-1.90, 5.63, -4.25], [-3.09, 6.52, -3.32], [-3.08, 4.77, -3.28], [-5.54, -1.65, 0.68], [-4.72, -0.94, 0.28], [-3.86, -0.05, -0.19], [-2.60, -0.18, -0.04], [-1.45, -0.09, 0.16], [0.67, -6.10, 1.36], [0.55, -5.06, 2.19], [0.18, -3.81, 1.71], [0.03, -2.82, 2.66], [-0.34, -1.59, 2.28], [0.26, -3.02, 4.01], [0.11, -2.02, 4.88], [0.64, -4.27, 4.45], [0.85, -4.49, 5.74], [0.78, -5.30, 3.53], [1.13, -6.52, 3.96], [-0.06, -3.46, -0.21], [1.07, -1.74, -0.98], [-1.95, -3.58, -0.69], [-2.50, -2.91, -1.78], [-1.77, -2.02, -2.46], [-3.78, -3.16, -2.22], [-4.27, -2.50, -3.27], [-4.56, -4.10, -1.58], [-5.78, -4.36, -2.01], [-4.05, -4.78, -0.49], [-4.80, -5.69, 0.14], [-2.76, -4.51, -0.07], [-2.29, -5.23, 0.96], [0.92, -4.82, -1.23], [0.42, -5.50, -2.33], [-0.84, -5.31, -2.74], [1.19, -6.39, -3.06], [0.67, -7.02, -4.12], [2.50, -6.62, -2.70], [3.25, -7.47, -3.39], [3.04, -5.96, -1.60], [4.30, -6.19, -1.24], [2.24, -5.08, -0.90], [2.79, -4.47, 0.16]]}


4.
{"formula": "C38H34BCl5N6OPReS2", "method": "ωB97M-V/def2-TZVPD", "lumo_energy_ev": [-3.326, -3.251], "relative_energy_kj_mol": 40.4, "total_charge": 1, "homo_energy_ev": [-9.99, -10.14], "multiplicity": 2, "orbital_gap_ev": [6.67, 6.89], "symbols": ["Re", "Cl", "C", "C", "Cl", "C", "Cl", "C", "O", "C", "Cl", "C", "Cl", "C", "N", "C", "C", "N", "B", "N", "C", "C", "N", "C", "C", "S", "C", "S", "H", "H", "H", "H", "H", "H", "H", "H", "H", "H", "H", "H", "N", "P", "C", "C", "C", "C", "C", "C", "C", "C", "C", "C", "C", "C", "C", "C", "C", "C", "C", "N", "H", "H", "H", "H", "H", "H", "H", "H", "H", "H", "H", "H", "H", "H", "H", "C", "C", "C", "C", "C", "C", "C", "H", "H", "H", "H", "H", "H", "H"], "positions_angstrom": [[0.18, 0.06, 0.12], [7.41, 0.09, 0.86], [5.79, 0.06, 0.30], [4.75, -0.18, 1.18], [5.04, -0.48, 2.85], [3.45, -0.17, 0.70], [2.10, -0.54, 1.72], [3.12, 0.11, -0.62], [1.87, 0.16, -1.01], [4.19, 0.26, -1.52], [3.83, 0.39, -3.19], [5.50, 0.26, -1.06], [6.78, 0.48, -2.18], [2.58, 3.10, 2.15], [1.90, 2.25, 3.13], [2.41, 1.90, 4.35], [1.48, 1.13, 4.95], [0.39, 1.02, 4.11], [-0.92, 0.35, 4.67], [-2.10, 0.29, 3.63], [-3.34, 0.77, 4.00], [-4.26, 0.25, 3.15], [-3.57, -0.54, 2.26], [-4.22, -1.47, 1.35], [-2.26, -0.50, 2.57], [-1.01, -1.38, 1.74], [0.67, 1.70, 3.00], [-0.29, 1.90, 1.56], [3.63, 2.81, 2.11], [2.49, 4.14, 2.44], [2.12, 2.96, 1.18], [3.39, 2.21, 4.67], [1.48, 0.66, 5.92], [-1.32, 1.05, 5.56], [-0.65, -0.76, 5.03], [-3.46, 1.43, 4.83], [-5.33, 0.36, 3.11], [-4.87, -0.92, 0.67], [-4.80, -2.19, 1.92], [-3.45, -1.98, 0.79], [-1.01, -1.09, -2.66], [-2.12, -0.37, -1.57], [-3.48, -1.57, -1.77], [-3.20, -2.92, -1.53], [-4.20, -3.87, -1.63], [-5.49, -3.49, -1.96], [-5.78, -2.16, -2.19], [-4.79, -1.19, -2.09], [-2.72, 1.07, -2.49], [-3.54, 1.95, -1.78], [-4.04, 3.09, -2.40], [-3.71, 3.36, -3.72], [-2.89, 2.49, -4.42], [-2.40, 1.34, -3.81], [-0.09, -2.00, -2.20], [0.36, -3.04, -3.03], [1.23, -3.97, -2.54], [1.64, -3.88, -1.20], [1.17, -2.83, -0.46], [0.34, -1.87, -0.94], [-1.36, -1.33, -3.58], [-2.20, -3.23, -1.25], [-3.96, -4.91, -1.44], [-6.27, -4.24, -2.04], [-6.79, -1.86, -2.45], [-5.02, -0.16, -2.29], [-3.78, 1.75, -0.74], [-4.67, 3.76, -1.84], [-4.08, 4.25, -4.19], [-2.63, 2.70, -5.44], [-1.74, 0.69, -4.37], [-0.01, -3.09, -4.05], [1.59, -4.77, -3.17], [2.30, -4.60, -0.76], [1.45, -2.72, 0.58], [-0.05, 1.71, -1.30], [0.75, 2.98, -1.14], [2.06, 3.07, -1.59], [2.79, 4.24, -1.44], [2.21, 5.35, -0.85], [0.88, 5.29, -0.44], [0.16, 4.12, -0.59], [0.19, 1.25, -2.26], [-1.10, 1.98, -1.24], [2.51, 2.23, -2.09], [3.81, 4.29, -1.80], [2.77, 6.27, -0.74], [0.40, 6.16, -0.01], [-0.88, 4.09, -0.29]]}


5.
{"formula": "C38H34CsNP2", "method": "ωB97M-V/def2-TZVPD", "lumo_energy_ev": 0.096, "relative_energy_kj_mol": 0.0, "homo_energy_ev": -6.08, "orbital_gap_ev": 6.18, "symbols": ["Cs", "C", "C", "C", "C", "N", "C", "C", "C", "C", "C", "C", "C", "H", "H", "H", "H", "H", "H", "H", "H", "C", "C", "P", "C", "C", "C", "C", "C", "C", "C", "C", "C", "C", "C", "C", "C", "P", "C", "C", "C", "C", "C", "C", "C", "C", "C", "C", "C", "C", "H", "H", "H", "H", "H", "H", "H", "H", "H", "H", "H", "H", "H", "H", "H", "H", "H", "H", "H", "H", "H", "H", "H", "H", "H", "H"], "positions_angstrom": [[0.03, -0.54, 0.14], [-0.25, -5.51, -1.05], [0.96, -5.81, -1.66], [1.73, -4.77, -2.15], [1.29, -3.44, -2.02], [0.12, -3.17, -1.42], [-0.61, -4.18, -0.95], [2.11, -2.33, -2.55], [2.73, -2.53, -3.79], [3.53, -1.54, -4.34], [3.73, -0.37, -3.63], [3.11, -0.19, -2.39], [2.26, -1.14, -1.79], [-0.90, -6.29, -0.65], [1.30, -6.83, -1.75], [2.68, -4.96, -2.61], [-1.55, -3.91, -0.48], [2.56, -3.45, -4.35], [4.00, -1.69, -5.31], [4.37, 0.41, -4.04], [3.31, 0.74, -1.87], [-2.06, 2.94, 2.35], [-2.14, 1.44, 2.68], [-0.60, 0.85, 3.51], [-0.92, -0.94, 3.69], [-2.09, -1.59, 3.28], [-2.21, -2.97, 3.38], [-1.17, -3.72, 3.91], [-0.01, -3.09, 4.32], [0.12, -1.72, 4.21], [-0.90, 1.46, 5.22], [-0.18, 2.57, 5.65], [-0.40, 3.12, 6.91], [-1.34, 2.54, 7.75], [-2.05, 1.42, 7.34], [-1.83, 0.88, 6.08], [-3.00, 3.34, 1.21], [-2.49, 2.61, -0.42], [-0.89, 3.42, -0.75], [0.02, 2.72, -1.54], [1.27, 3.25, -1.84], [1.62, 4.50, -1.36], [0.72, 5.21, -0.58], [-0.52, 4.68, -0.28], [-3.61, 3.49, -1.58], [-4.85, 3.98, -1.20], [-5.70, 4.57, -2.14], [-5.31, 4.67, -3.46], [-4.06, 4.18, -3.85], [-3.23, 3.59, -2.92], [-1.03, 3.20, 2.09], [-2.31, 3.52, 3.24], [-2.21, 0.88, 1.74], [-3.03, 1.21, 3.27], [-2.92, -1.02, 2.87], [-3.12, -3.45, 3.06], [-1.26, -4.80, 3.99], [0.81, -3.67, 4.73], [1.04, -1.23, 4.51], [0.56, 3.02, 4.99], [0.16, 3.98, 7.23], [-1.51, 2.96, 8.74], [-2.77, 0.96, 8.00], [-2.39, 0.01, 5.77], [-3.08, 4.42, 1.13], [-4.00, 2.96, 1.42], [-0.24, 1.74, -1.93], [1.96, 2.67, -2.45], [2.60, 4.91, -1.58], [0.99, 6.19, -0.20], [-1.21, 5.26, 0.32], [-5.18, 3.91, -0.17], [-6.66, 4.95, -1.82], [-5.96, 5.13, -4.19], [-3.75, 4.26, -4.88], [-2.26, 3.22, -3.23]]}